a:
Entry from the OMol25 dataset: a 13-piece molecular cluster, C39H104O13 overall (ωB97M-V/def2-TZVPD).

Computed properties:
- Lowest unoccupied orbital energy: 0.21 eV

XYZ file:
```
156
Properties=species:S:1:pos:R:3:lowdin_charge:R:1
C 3.78 0.52 0.75 -0.034
C 4.09 0.57 -0.73 -0.439
C 3.00 0.20 -1.71 -0.059
O 4.65 1.85 -1.05 -0.060
H 4.67 0.84 1.30 0.094
H 3.45 -0.44 1.14 0.050
H 3.03 1.28 0.98 0.053
H 4.90 -0.16 -0.92 0.139
H 2.16 0.90 -1.67 0.085
H 2.56 -0.77 -1.47 0.009
H 3.42 0.14 -2.71 0.097
H 5.27 1.77 -1.77 0.100
C -1.49 1.71 4.72 -0.054
C -1.81 0.23 4.63 -0.458
C -2.80 -0.23 5.68 -0.047
O -2.40 -0.02 3.31 -0.080
H -0.76 1.94 5.50 0.080
H -2.36 2.35 4.84 0.091
H -1.06 2.01 3.77 0.041
H -0.92 -0.39 4.60 0.104
H -2.41 -0.07 6.68 0.086
H -3.05 -1.29 5.55 0.082
H -3.75 0.30 5.58 0.086
H -3.33 0.22 3.36 0.093
C -0.34 -2.79 3.26 -0.044
C 0.29 -4.03 3.87 -0.463
C -0.07 -5.30 3.11 -0.045
O 1.71 -3.94 4.01 -0.065
H 0.05 -1.89 3.74 0.049
H -1.43 -2.83 3.32 0.084
H -0.12 -2.65 2.20 0.063
H -0.12 -4.19 4.88 0.137
H -1.14 -5.38 2.90 0.074
H 0.22 -6.20 3.65 0.084
H 0.41 -5.27 2.13 0.074
H 1.86 -3.17 4.58 0.056
C 1.82 3.45 3.07 -0.050
C 1.01 4.43 2.23 -0.507
C -0.23 4.92 2.94 -0.054
O 1.79 5.57 1.90 -0.050
H 1.24 2.55 3.27 0.044
H 2.15 3.95 3.99 0.089
H 2.72 3.18 2.52 0.071
H 0.65 3.90 1.34 0.118
H -0.81 5.62 2.33 0.083
H -0.01 5.41 3.89 0.087
H -0.91 4.09 3.15 0.056
H 2.44 5.25 1.24 0.045
C 4.34 5.23 -2.06 -0.043
C 3.13 5.16 -1.13 -0.454
C 1.90 4.56 -1.81 -0.057
O 3.46 4.32 0.00 -0.087
H 4.07 5.80 -2.96 0.086
H 4.62 4.22 -2.36 0.068
H 5.14 5.75 -1.55 0.084
H 2.89 6.17 -0.81 0.140
H 1.53 5.24 -2.58 0.075
H 1.05 4.43 -1.14 0.066
H 2.16 3.62 -2.30 0.080
H 3.83 3.52 -0.40 0.055
C -0.80 1.35 -0.92 -0.038
C -0.34 0.25 0.02 -0.423
C 0.32 0.85 1.25 -0.042
O -1.52 -0.49 0.42 -0.071
H -1.70 1.83 -0.53 0.095
H -0.96 1.06 -1.96 0.054
H -0.02 2.12 -1.01 0.064
H 0.41 -0.38 -0.45 0.105
H 0.52 0.07 1.99 0.076
H -0.28 1.68 1.65 0.077
H 1.28 1.29 0.97 0.054
H -1.65 -0.31 1.36 0.056
C 2.42 -2.55 -4.33 -0.055
C 0.99 -2.48 -3.87 -0.466
C 0.69 -1.34 -2.92 -0.058
O 0.19 -2.27 -5.05 -0.082
H 2.60 -3.45 -4.93 0.081
H 3.13 -2.61 -3.49 0.072
H 2.67 -1.67 -4.93 0.085
H 0.70 -3.47 -3.49 0.139
H -0.36 -1.23 -2.70 0.065
H 1.03 -0.39 -3.33 0.090
H 1.37 -1.49 -2.07 0.026
H -0.75 -2.44 -4.80 0.048
C -1.43 -4.35 -0.34 -0.050
C -2.77 -3.69 -0.58 -0.442
C -3.52 -3.36 0.72 -0.030
O -2.52 -2.45 -1.25 -0.091
H -0.74 -3.64 0.13 0.063
H -0.88 -4.69 -1.22 0.080
H -1.46 -5.24 0.29 0.074
H -3.37 -4.36 -1.20 0.142
H -3.01 -2.57 1.26 0.066
H -3.60 -4.25 1.35 0.083
H -4.53 -3.02 0.50 0.053
H -2.16 -1.85 -0.58 0.045
C 3.20 -0.65 3.92 -0.039
C 2.79 -0.51 5.38 -0.449
C 2.06 0.78 5.65 -0.053
O 1.95 -1.63 5.68 -0.061
H 3.97 0.09 3.68 0.087
H 2.35 -0.46 3.26 0.064
H 3.60 -1.64 3.68 0.080
H 3.68 -0.55 6.01 0.140
H 1.22 0.94 4.96 0.052
H 2.64 1.70 5.60 0.088
H 1.64 0.80 6.66 0.086
H 1.50 -1.44 6.51 0.102
C -5.01 0.05 -0.44 -0.040
C -5.75 -0.94 -1.31 -0.482
C -6.97 -1.58 -0.63 -0.068
O -6.27 -0.24 -2.46 -0.062
H -4.10 0.38 -0.94 0.059
H -4.68 -0.42 0.49 0.071
H -5.66 0.87 -0.14 0.088
H -5.16 -1.82 -1.60 0.121
H -7.71 -0.86 -0.28 0.084
H -6.62 -2.20 0.20 0.067
H -7.53 -2.27 -1.27 0.079
H -6.79 -0.90 -2.93 0.078
C -1.61 4.20 -6.06 -0.050
C -0.91 4.48 -4.74 -0.481
C -1.20 3.44 -3.63 -0.057
O 0.51 4.60 -4.86 -0.069
H -1.25 3.27 -6.50 0.081
H -1.48 5.01 -6.77 0.077
H -2.66 4.12 -5.79 0.081
H -1.23 5.43 -4.31 0.136
H -2.26 3.44 -3.37 0.087
H -0.63 3.70 -2.74 0.051
H -0.98 2.43 -3.97 0.067
H 0.88 3.72 -4.96 0.086
C -3.03 0.03 -4.10 -0.049
C -3.36 -1.32 -4.69 -0.459
C -3.14 -1.34 -6.19 -0.048
O -2.47 -2.31 -4.14 -0.090
H -3.57 0.81 -4.65 0.091
H -1.97 0.21 -4.26 0.072
H -3.28 0.09 -3.04 0.064
H -4.38 -1.66 -4.49 0.129
H -2.28 -0.69 -6.40 0.081
H -4.01 -0.93 -6.71 0.080
H -2.93 -2.34 -6.57 0.084
H -2.40 -2.19 -3.18 0.051
C 4.55 -3.92 -0.16 -0.043
C 3.57 -3.37 0.87 -0.496
C 2.44 -2.59 0.23 -0.053
O 3.08 -4.46 1.64 -0.055
H 5.36 -4.45 0.34 0.079
H 5.02 -3.08 -0.69 0.072
H 4.07 -4.60 -0.86 0.084
H 4.11 -2.72 1.56 0.123
H 1.79 -3.19 -0.41 0.091
H 2.75 -1.71 -0.35 0.025
H 1.83 -2.19 1.05 0.071
H 2.60 -4.10 2.42 0.048
```

---

b:
Entry from the OMol25 dataset: a 13-piece molecular cluster, C39H104O13 overall (ωB97M-V/def2-TZVPD).

Computed properties:
- Lowest unoccupied orbital energy: 0.05 eV

XYZ file:
```
156
Properties=species:S:1:pos:R:3:lowdin_charge:R:1
C -5.12 1.82 -0.71 -0.039
C -4.32 1.06 0.31 -0.531
C -5.22 0.70 1.55 -0.017
O -3.83 -0.03 -0.28 -0.040
H -5.88 2.46 -0.26 0.073
H -5.59 1.15 -1.43 0.083
H -4.48 2.48 -1.30 0.078
H -3.51 1.70 0.66 0.114
H -5.75 1.57 1.94 0.066
H -4.75 0.27 2.43 0.074
H -6.06 0.08 1.24 0.077
H -4.55 -0.62 -0.52 0.120
C -1.79 0.44 -3.54 -0.031
C -2.51 -0.61 -4.47 -0.457
C -3.74 -0.12 -5.13 -0.055
O -1.46 -0.99 -5.39 -0.068
H -0.83 -0.03 -3.31 0.067
H -2.42 0.55 -2.66 0.064
H -1.66 1.42 -4.02 0.084
H -2.84 -1.44 -3.85 0.129
H -4.24 0.35 -4.28 0.082
H -4.34 -0.97 -5.46 0.086
H -3.46 0.60 -5.90 0.098
H -1.86 -1.53 -6.08 0.105
C -0.10 -4.64 -2.81 -0.036
C 1.22 -5.00 -3.56 -0.467
C 2.24 -5.74 -2.72 -0.058
O 0.86 -5.72 -4.76 -0.055
H -0.34 -5.52 -2.21 0.062
H -0.86 -4.47 -3.57 0.073
H -0.11 -3.79 -2.12 0.054
H 1.60 -4.03 -3.85 0.102
H 2.62 -5.05 -1.97 0.083
H 3.10 -6.08 -3.29 0.080
H 1.87 -6.64 -2.24 0.077
H 0.56 -6.60 -4.55 0.082
C 7.41 -0.86 -0.12 -0.060
C 6.43 0.03 -0.89 -0.479
C 6.61 -0.22 -2.34 -0.081
O 5.09 -0.42 -0.57 -0.062
H 8.43 -0.81 -0.51 0.074
H 7.23 -1.93 -0.08 0.084
H 7.37 -0.55 0.93 0.067
H 6.59 1.10 -0.74 0.131
H 7.67 -0.04 -2.54 0.079
H 6.17 0.56 -2.96 0.076
H 6.28 -1.20 -2.66 0.093
H 4.79 -0.06 0.27 0.055
C -1.21 1.25 4.05 -0.024
C -1.24 2.81 3.63 -0.458
C 0.11 3.41 3.58 -0.081
O -1.91 2.89 2.38 -0.062
H -2.24 0.95 4.24 0.067
H -0.66 1.15 4.99 0.067
H -0.79 0.58 3.30 0.048
H -1.73 3.35 4.44 0.132
H 0.68 3.19 4.48 0.082
H 0.09 4.49 3.45 0.085
H 0.62 2.99 2.72 0.070
H -1.62 2.19 1.80 0.031
C 2.25 -1.97 -5.79 -0.031
C 1.73 -0.77 -4.87 -0.519
C 2.89 0.04 -4.38 -0.064
O 1.01 0.05 -5.72 -0.050
H 2.82 -1.53 -6.61 0.081
H 1.34 -2.41 -6.20 0.065
H 2.65 -2.76 -5.16 0.054
H 1.18 -1.23 -4.05 0.121
H 3.40 0.58 -5.18 0.082
H 3.75 -0.49 -3.98 0.069
H 2.49 0.78 -3.69 0.077
H 0.10 -0.26 -5.70 0.033
C -5.63 6.75 0.24 -0.058
C -5.91 5.57 1.20 -0.473
C -4.61 4.81 1.46 -0.073
O -6.28 6.04 2.48 -0.041
H -5.42 6.43 -0.78 0.066
H -4.85 7.44 0.55 0.084
H -6.59 7.21 0.01 0.076
H -6.65 4.98 0.65 0.135
H -3.83 5.49 1.80 0.077
H -4.24 4.42 0.51 0.060
H -4.71 4.04 2.22 0.085
H -5.47 6.33 2.90 0.084
C -4.70 -5.92 -1.60 -0.065
C -4.02 -6.64 -2.78 -0.492
C -3.03 -7.69 -2.19 -0.053
O -5.06 -7.30 -3.40 -0.053
H -5.31 -6.57 -0.98 0.084
H -5.37 -5.16 -2.02 0.075
H -3.93 -5.58 -0.91 0.073
H -3.49 -5.99 -3.48 0.127
H -3.61 -8.47 -1.69 0.081
H -2.32 -7.30 -1.47 0.063
H -2.37 -8.17 -2.91 0.069
H -5.88 -6.81 -3.41 0.088
C 0.91 -0.14 0.83 -0.036
C -0.31 0.00 0.01 -0.558
C -0.91 -1.28 -0.42 -0.040
O -1.23 0.74 0.68 -0.036
H 0.79 -0.48 1.86 0.073
H 1.44 0.80 0.96 0.071
H 1.60 -0.88 0.43 0.089
H 0.00 0.54 -0.88 0.135
H -0.05 -1.87 -0.75 0.075
H -1.51 -1.15 -1.31 0.063
H -1.44 -1.78 0.39 0.105
H -2.12 0.46 0.46 0.052
C -0.67 3.75 -2.06 -0.026
C -1.65 4.56 -1.25 -0.533
C -1.04 5.37 -0.08 -0.035
O -2.57 5.23 -2.03 -0.017
H -1.10 2.82 -2.43 0.043
H 0.15 3.45 -1.40 0.079
H -0.41 4.20 -3.01 0.089
H -2.20 3.90 -0.59 0.100
H -0.74 6.33 -0.49 0.081
H -0.24 4.84 0.44 0.073
H -1.90 5.51 0.58 0.052
H -3.15 5.74 -1.45 0.069
C 5.79 -1.25 4.81 -0.039
C 5.12 -0.07 4.04 -0.451
C 3.57 -0.16 4.22 -0.059
O 5.52 1.20 4.53 -0.053
H 5.54 -1.11 5.86 0.073
H 6.88 -1.16 4.73 0.073
H 5.34 -2.21 4.55 0.075
H 5.27 -0.15 2.96 0.110
H 3.21 -0.05 5.24 0.076
H 3.12 -1.11 3.95 0.058
H 3.06 0.60 3.61 0.053
H 5.26 1.85 3.88 0.030
C 1.37 -2.86 6.61 -0.053
C 0.39 -3.64 5.77 -0.491
C 0.28 -3.19 4.27 -0.040
O 0.86 -4.95 5.65 -0.072
H 2.31 -2.55 6.14 0.065
H 1.74 -3.40 7.49 0.083
H 0.79 -1.98 6.87 0.081
H -0.52 -3.75 6.34 0.133
H 1.28 -3.19 3.86 0.076
H -0.24 -2.24 4.19 0.060
H -0.36 -3.85 3.68 0.071
H 0.16 -5.61 5.70 0.091
C 3.63 3.62 3.41 -0.061
C 3.68 3.14 1.92 -0.382
C 4.06 4.43 1.03 -0.042
O 4.75 2.20 1.63 -0.079
H 4.59 4.11 3.55 0.084
H 3.51 2.87 4.19 0.063
H 2.85 4.33 3.68 0.070
H 2.73 2.69 1.62 0.101
H 4.08 4.24 -0.05 0.077
H 5.00 4.87 1.35 0.075
H 3.34 5.21 1.27 0.071
H 5.46 2.64 1.16 0.078
```

---

Name the most stable of them. a.